Record 1
{
  "formula": "C26H72F6NO16S2V",
  "method": "ωB97M-V/def2-TZVPD",
  "relative_energy_kcal_mol": 54.40,
  "homo_ev": [-11.3, -11.3],
  "e_lumo_ev": [-5.02, -4.85],
  "gap_ha": [0.22988, 0.23607],
  "multiplicity": 4,
  "total_charge": 1,
  "elements": ["V", "S", "S", "F", "F", "F", "F", "F", "F", "O", "O", "O", "O", "O", "O", "O", "O", "O", "O", "O", "O", "O", "O", "O", "O", "N", "C", "C", "C", "C", "C", "C", "C", "C", "C", "C", "C", "C", "C", "C", "C", "C", "C", "C", "C", "C", "C", "C", "C", "C", "C", "C", "H", "H", "H", "H", "H", "H", "H", "H", "H", "H", "H", "H", "H", "H", "H", "H", "H", "H", "H", "H", "H", "H", "H", "H", "H", "H", "H", "H", "H", "H", "H", "H", "H", "H", "H", "H", "H", "H", "H", "H", "H", "H", "H", "H", "H", "H", "H", "H", "H", "H", "H", "H", "H", "H", "H", "H", "H", "H", "H", "H", "H", "H", "H", "H", "H", "H", "H", "H", "H", "H", "H", "H"],
  "coordinates": [[6.84, 7.35, 0.48], [8.36, 4.50, -0.61], [7.59, 6.26, -2.37], [9.31, 6.65, -4.32], [9.92, 5.45, 1.33], [9.50, 3.33, 1.48], [7.96, 4.74, 1.99], [9.10, 8.33, -2.96], [10.25, 6.58, -2.42], [9.51, 4.21, -1.42], [9.48, 2.23, 6.46], [10.29, -0.32, -3.79], [7.20, 5.13, -3.15], [14.74, 5.01, 0.65], [3.27, 8.68, -1.80], [15.17, 9.28, -3.82], [8.28, 8.96, 0.04], [7.46, 12.75, -3.28], [7.26, 3.57, -0.66], [5.23, 5.75, 0.60], [6.63, 7.35, -2.31], [11.31, 4.09, -7.22], [6.32, 8.80, -8.15], [7.10, 0.09, 3.35], [8.61, 3.81, -8.11], [7.93, 6.03, -0.70], [9.42, 2.20, 5.03], [13.13, 8.03, -3.66], [8.46, 1.20, -3.17], [10.51, 9.92, 0.15], [3.50, 4.11, 0.15], [14.62, 7.98, -3.91], [6.41, 2.23, 2.52], [13.52, 4.40, 0.27], [9.67, 0.94, -4.06], [13.03, 5.06, -1.00], [7.38, 12.42, -4.66], [8.38, 11.32, -4.99], [4.23, 5.36, -0.36], [11.60, 4.46, -5.86], [10.81, 2.51, 4.49], [9.00, 4.51, 1.17], [7.03, 0.91, 2.19], [3.57, 8.96, -3.17], [7.40, 4.00, -6.01], [7.73, 3.15, -7.21], [6.34, 8.13, -5.87], [12.71, 3.62, -5.28], [7.08, 8.08, -7.19], [4.65, 10.00, -3.25], [9.20, 7.03, -3.07], [9.68, 8.66, 0.25], [13.00, 8.22, -2.59], [7.01, 2.75, 3.28], [12.51, 2.56, -5.38], [13.68, 5.00, -1.88], [4.82, 10.24, -4.31], [10.34, 10.58, 1.00], [9.76, 8.19, 1.23], [13.65, 3.83, -5.82], [11.56, 1.83, 4.89], [16.11, 9.26, -4.00], [7.64, 13.32, -5.22], [12.93, 3.80, -4.23], [8.18, 10.40, -4.44], [15.13, 7.26, -3.26], [6.81, 3.02, -7.79], [7.33, 7.06, -7.50], [2.78, 3.83, -0.62], [7.99, 2.13, -3.51], [8.10, 2.16, -6.92], [9.37, 11.74, -4.80], [11.78, 5.54, -5.85], [6.65, 3.51, -5.38], [6.31, 2.84, 1.62], [6.92, 7.80, -5.01], [12.13, 4.60, -1.40], [6.37, 12.14, -4.96], [11.57, 9.67, 0.14], [7.29, 13.68, -3.14], [5.02, 5.41, 1.48], [11.08, 3.55, 4.69], [5.57, 9.68, -2.78], [12.71, 7.04, -3.84], [6.84, 8.87, -8.96], [9.50, 3.85, -7.70], [3.51, 6.15, -0.57], [6.93, 4.95, -6.30], [10.04, 7.94, -0.49], [8.37, 11.10, -6.06], [7.71, 0.40, -3.20], [13.64, 3.32, 0.12], [9.81, 1.39, 6.79], [6.16, 9.18, -5.63], [2.67, 9.25, -3.73], [12.06, 4.41, -7.73], [12.89, 6.13, -0.83], [8.30, 4.24, -5.44], [9.03, 1.21, 4.78], [8.06, 8.56, -7.08], [15.11, 4.50, 1.38], [14.82, 7.59, -4.92], [8.82, 1.38, -2.15], [2.96, 4.31, 1.08], [10.90, 2.41, 3.40], [9.67, -0.98, -4.11], [4.21, 3.31, 0.33], [6.48, 0.34, 1.43], [10.29, 10.42, -0.79], [8.17, 9.85, -0.33], [9.40, 1.00, -5.12], [3.92, 8.06, -3.70], [10.71, 4.26, -5.26], [2.56, 8.03, -1.81], [4.29, 10.94, -2.83], [5.42, 2.15, 2.99], [5.36, 7.65, -5.91], [4.79, 5.04, -1.24], [10.41, 1.70, -3.83], [8.77, 3.03, 4.73], [7.73, -0.62, 3.17], [8.04, 1.08, 1.79], [12.62, 8.76, -4.29], [12.72, 4.53, 1.01]]
}

---

Record 2
{
  "formula": "C26H72O10",
  "method": "ωB97M-V/def2-TZVPD",
  "relative_energy_kcal_mol": 12.47,
  "smiles": "CC(C)O.CC(C)O.CC(C)O.CC(C)O.CC(C)O.CC(C)O.CCO.CCO.CCO.CCO",
  "homo_ev": -9.6,
  "e_lumo_ev": 0.62,
  "gap_ha": 0.37629,
  "elements": ["O", "O", "O", "O", "O", "O", "O", "O", "O", "O", "C", "C", "C", "C", "C", "C", "C", "C", "C", "C", "C", "C", "C", "C", "C", "C", "C", "C", "C", "C", "C", "C", "C", "C", "C", "C", "H", "H", "H", "H", "H", "H", "H", "H", "H", "H", "H", "H", "H", "H", "H", "H", "H", "H", "H", "H", "H", "H", "H", "H", "H", "H", "H", "H", "H", "H", "H", "H", "H", "H", "H", "H", "H", "H", "H", "H", "H", "H", "H", "H", "H", "H", "H", "H", "H", "H", "H", "H", "H", "H", "H", "H", "H", "H", "H", "H", "H", "H", "H", "H", "H", "H", "H", "H", "H", "H", "H", "H"],
  "coordinates": [[12.94, 8.80, 9.80], [10.76, 7.38, 11.41], [8.31, 11.49, 8.81], [11.71, 8.31, 16.84], [12.93, 11.93, 14.31], [9.19, 13.97, 12.70], [7.41, 10.15, 11.03], [10.33, 11.56, 12.97], [9.51, 9.94, 15.35], [8.38, 14.05, 9.66], [13.85, 14.03, 13.18], [9.10, 10.67, 16.44], [9.37, 11.45, 7.87], [8.25, 15.49, 7.74], [10.45, 11.04, 11.63], [13.86, 9.41, 16.55], [12.67, 8.24, 14.70], [12.85, 14.00, 15.47], [9.40, 16.18, 9.90], [8.79, 6.87, 10.19], [13.58, 13.19, 14.42], [9.10, 15.05, 8.95], [9.53, 6.69, 11.53], [11.03, 12.04, 10.68], [14.21, 9.99, 11.37], [9.34, 15.08, 13.61], [12.94, 8.24, 16.14], [8.51, 16.29, 13.24], [8.66, 7.20, 12.68], [5.51, 8.87, 11.88], [14.00, 8.70, 10.70], [10.01, 10.06, 7.63], [8.93, 14.58, 15.00], [5.99, 10.12, 11.06], [5.44, 11.34, 11.78], [10.26, 11.46, 17.06], [14.87, 8.47, 10.10], [8.81, 16.34, 7.32], [5.81, 11.43, 12.80], [9.78, 5.61, 11.64], [10.03, 14.62, 8.54], [13.45, 10.26, 12.03], [5.76, 12.25, 11.22], [7.31, 15.82, 8.09], [10.84, 10.11, 6.95], [13.53, 14.84, 15.76], [8.62, 7.91, 10.04], [9.98, 11.97, 18.04], [11.89, 8.25, 17.80], [14.59, 12.93, 14.77], [8.86, 16.68, 12.32], [10.18, 12.08, 8.22], [9.97, 15.89, 10.79], [12.28, 9.19, 14.30], [4.36, 11.29, 11.75], [8.54, 13.99, 10.64], [11.36, 7.08, 12.12], [9.10, 15.38, 15.73], [7.48, 16.05, 13.07], [10.49, 9.78, 8.57], [11.10, 10.77, 17.17], [10.43, 15.29, 13.57], [11.93, 7.48, 14.50], [11.79, 12.67, 11.26], [11.07, 10.18, 11.73], [12.00, 14.53, 15.04], [9.31, 9.33, 7.25], [7.90, 14.41, 14.98], [8.36, 12.40, 9.07], [9.05, 11.83, 6.89], [14.12, 13.46, 12.28], [13.39, 7.28, 16.37], [9.48, 10.70, 11.27], [13.52, 10.31, 15.99], [13.96, 9.40, 17.66], [8.76, 9.95, 17.23], [10.34, 12.74, 10.25], [13.88, 7.85, 11.38], [9.51, 13.73, 15.37], [8.59, 17.14, 13.95], [10.16, 9.30, 15.64], [14.61, 14.80, 13.26], [9.39, 6.45, 9.34], [12.14, 8.35, 10.15], [7.93, 6.41, 12.90], [14.35, 10.75, 10.64], [6.11, 8.80, 12.78], [4.48, 8.84, 12.22], [10.02, 16.98, 9.48], [10.58, 12.26, 16.37], [13.01, 14.59, 12.79], [9.32, 7.36, 13.56], [12.06, 12.07, 13.81], [8.26, 8.16, 12.42], [9.71, 13.25, 13.07], [12.54, 13.47, 16.39], [7.87, 6.30, 10.36], [8.10, 14.82, 6.93], [8.49, 16.67, 10.34], [5.57, 9.97, 10.01], [11.59, 11.52, 9.95], [7.62, 10.64, 10.20], [8.25, 11.26, 16.06], [5.73, 7.92, 11.35], [14.88, 9.23, 16.21], [15.13, 10.03, 11.98], [9.80, 10.90, 13.36], [13.51, 7.90, 14.07]]
}

---

Record 3
{
  "formula": "C26H74BNO11Si",
  "method": "ωB97M-V/def2-TZVPD",
  "smiles": "COCCCC[Si@H](C[C@@H](C)O)B(O)N(C)C.CCO.CCO.CCO.CCO.CCO.CCO.CCO.CCO",
  "homo_ev": -8.3,
  "e_lumo_ev": 0.36,
  "gap_ha": 0.31656,
  "elements": ["Si", "O", "O", "O", "O", "O", "O", "O", "O", "O", "O", "O", "N", "C", "C", "C", "C", "C", "C", "C", "C", "C", "C", "C", "C", "C", "C", "C", "C", "C", "C", "C", "C", "C", "C", "C", "C", "C", "C", "B", "H", "H", "H", "H", "H", "H", "H", "H", "H", "H", "H", "H", "H", "H", "H", "H", "H", "H", "H", "H", "H", "H", "H", "H", "H", "H", "H", "H", "H", "H", "H", "H", "H", "H", "H", "H", "H", "H", "H", "H", "H", "H", "H", "H", "H", "H", "H", "H", "H", "H", "H", "H", "H", "H", "H", "H", "H", "H", "H", "H", "H", "H", "H", "H", "H", "H", "H", "H", "H", "H", "H", "H", "H", "H"],
  "coordinates": [[-0.51, -1.83, -0.83], [9.54, 2.41, 1.12], [-1.20, 0.78, -2.02], [-2.17, -5.31, -0.41], [-7.04, 1.96, -4.50], [4.85, 1.04, 0.25], [-4.84, 6.88, 2.19], [-3.74, 3.65, -1.37], [-2.88, -2.21, -4.38], [8.32, 0.02, 3.92], [1.70, -1.50, 2.47], [-3.96, -6.18, -2.69], [-1.94, 0.70, 0.32], [5.17, 1.62, 2.60], [-3.99, 7.11, 3.32], [-4.75, 7.11, 4.63], [2.60, -1.34, 0.22], [-3.03, -8.43, -2.76], [-5.19, 3.56, -4.51], [-3.53, -7.23, -3.54], [-1.74, -3.14, -1.45], [2.36, -2.22, 1.45], [-3.21, 0.06, 0.65], [-4.64, 3.36, -0.30], [5.80, 1.46, 1.23], [0.88, -2.28, 3.31], [8.72, 0.57, 6.27], [-3.99, -3.77, -0.39], [10.23, 0.06, 0.98], [2.43, -2.07, -1.12], [-6.41, 3.01, -5.23], [9.30, 0.41, 4.88], [9.66, 1.27, 0.26], [-3.14, -0.82, -4.52], [1.09, -1.83, -1.85], [-4.14, 3.90, 1.03], [-4.40, -0.56, -5.33], [-2.47, -3.90, -0.32], [-1.08, 0.79, 1.50], [-1.30, 0.06, -0.84], [-3.45, 8.05, 3.19], [4.72, 0.68, 2.92], [-4.08, 7.25, 5.47], [0.96, -2.62, -2.59], [0.17, -1.61, 3.79], [3.22, -1.73, -1.78], [-5.59, 3.82, -0.56], [-7.30, 2.31, -3.64], [-2.90, 3.22, -1.14], [-0.86, 1.67, -1.89], [10.27, 1.52, -0.61], [-4.36, -2.97, 0.25], [-6.14, 2.58, -6.19], [-3.83, -0.03, -0.24], [-4.00, 4.98, 0.97], [1.47, -2.80, 4.08], [-4.47, 2.77, -4.33], [-5.49, 7.91, 4.64], [8.25, -0.36, 6.60], [-4.31, -3.57, -1.41], [-5.46, 3.99, -3.54], [4.16, 1.71, 0.21], [-3.81, -8.80, -2.09], [3.32, -2.59, 1.82], [6.28, 2.40, 0.91], [8.64, 1.06, -0.08], [-2.28, -0.32, -4.97], [-4.71, 4.34, -5.11], [7.96, 1.35, 6.29], [-1.42, -5.51, 0.17], [-3.21, -5.91, -2.14], [-5.26, -1.03, -4.87], [5.92, 1.93, 3.34], [-2.75, -6.87, -4.22], [6.57, 0.69, 1.25], [-4.84, 3.69, 1.83], [10.42, 2.63, 1.43], [-4.60, 0.51, -5.40], [-0.06, 1.06, 1.22], [-2.17, -8.16, -2.15], [1.78, -3.11, 1.18], [-0.22, -2.16, 0.59], [-4.79, 2.28, -0.24], [-5.49, 7.58, 2.16], [-1.03, -0.14, 2.07], [-1.18, -3.89, -2.02], [-2.73, -9.24, -3.44], [-1.45, 1.58, 2.16], [-5.28, 6.16, 4.76], [-4.29, -0.95, -6.34], [2.60, -3.14, -0.97], [0.33, -3.03, 2.73], [-2.77, -2.59, -5.25], [-4.44, -4.71, -0.08], [1.16, -0.91, -2.42], [1.97, -0.44, 0.28], [9.78, 1.34, 4.56], [10.28, -0.80, 0.32], [3.63, -0.99, 0.27], [10.05, -0.38, 4.87], [-3.73, 0.69, 1.38], [-4.40, -7.50, -4.14], [9.49, 0.84, 6.99], [-3.07, -0.93, 1.11], [4.39, 2.38, 2.58], [-2.12, -3.55, 0.66], [-2.47, -2.71, -2.13], [-7.13, 3.82, -5.42], [9.60, -0.19, 1.84], [-3.26, 6.30, 3.30], [11.24, 0.27, 1.34], [7.65, 0.71, 3.89], [-3.25, -0.43, -3.51], [-3.18, 3.44, 1.27]]
}

---

Record 4
{
  "formula": "C26H74O19S4",
  "method": "ωB97M-V/def2-TZVPD",
  "smiles": "CCOS(C)(=O)=O.CCOS(C)(=O)=O.CCOS(C)(=O)=O.CCOS(C)(=O)=O.CCO.CCO.CCO.CCO.CCO.CCO.CCO",
  "homo_ev": -9.7,
  "e_lumo_ev": 0.00,
  "gap_ha": 0.35721,
  "elements": ["S", "S", "S", "S", "O", "O", "O", "O", "O", "O", "O", "O", "O", "O", "O", "O", "O", "O", "O", "O", "O", "O", "O", "C", "C", "C", "C", "C", "C", "C", "C", "C", "C", "C", "C", "C", "C", "C", "C", "C", "C", "C", "C", "C", "C", "C", "C", "C", "C", "H", "H", "H", "H", "H", "H", "H", "H", "H", "H", "H", "H", "H", "H", "H", "H", "H", "H", "H", "H", "H", "H", "H", "H", "H", "H", "H", "H", "H", "H", "H", "H", "H", "H", "H", "H", "H", "H", "H", "H", "H", "H", "H", "H", "H", "H", "H", "H", "H", "H", "H", "H", "H", "H", "H", "H", "H", "H", "H", "H", "H", "H", "H", "H", "H", "H", "H", "H", "H", "H", "H", "H", "H", "H"],
  "coordinates": [[4.74, -7.50, 2.39], [-1.28, -1.19, 0.31], [-3.57, 8.37, 2.64], [4.16, 3.19, -0.25], [4.66, -8.57, 1.34], [0.20, -9.90, -1.90], [3.20, -7.33, 2.90], [5.33, -6.18, 2.12], [4.12, 1.80, 0.20], [2.56, 3.71, -0.34], [5.01, 4.10, 0.54], [4.32, -1.97, -2.40], [-0.95, -0.61, 1.86], [-3.68, 6.79, 2.24], [-3.13, 9.13, 1.47], [-5.62, -3.43, -3.00], [0.66, 3.16, -4.59], [-0.92, 0.47, 10.69], [-5.06, 2.39, -1.78], [-4.73, 8.73, 3.43], [2.62, -0.22, -5.67], [-2.65, -0.80, -0.06], [-0.76, -2.57, 0.20], [2.90, -6.32, 3.83], [-4.73, 5.65, 4.15], [-4.79, 6.02, 2.67], [1.93, -5.26, 3.26], [0.82, 5.46, -0.43], [-4.88, -5.31, -1.77], [1.05, 4.06, -5.66], [2.33, 5.12, -0.42], [-5.46, 4.18, -3.19], [2.51, 0.02, -8.09], [-1.56, 0.73, 3.69], [-0.27, -8.79, -2.69], [-0.18, 2.20, 9.13], [-0.04, -0.12, -0.52], [-0.11, 0.72, 9.56], [5.36, -8.20, 3.95], [-2.13, 8.17, 3.70], [4.74, 3.26, -2.05], [-1.26, 0.78, 2.17], [3.47, -4.20, -2.47], [-0.43, -7.72, -1.65], [0.32, 5.35, -5.47], [3.06, -0.70, -6.87], [4.65, -3.28, -2.64], [-4.38, 3.48, -2.39], [-6.10, -4.58, -2.36], [2.98, -0.45, -8.95], [-0.61, -6.74, -2.09], [4.65, -8.92, 4.36], [-0.25, -0.35, -1.56], [-1.14, -9.05, -3.30], [0.20, 5.74, -4.46], [-2.42, 7.66, 4.61], [1.07, 2.35, -4.89], [2.13, 4.18, -5.65], [-5.25, 4.73, 4.44], [2.78, 1.07, -8.16], [-1.70, 9.15, 3.94], [-5.05, 5.06, -3.69], [-1.40, 7.50, 3.23], [-4.24, -5.51, -2.62], [-4.50, 1.76, -1.31], [2.77, 5.66, 0.42], [-0.08, 0.95, -0.35], [-6.91, -5.17, -2.79], [3.78, -5.82, 4.25], [-1.36, -7.84, -1.09], [0.90, -0.45, -0.07], [-0.74, 0.27, 4.25], [2.60, -3.80, -2.98], [-1.20, 2.57, 9.01], [-3.45, 3.18, -2.87], [1.71, -4.46, 3.97], [0.44, -7.56, -1.01], [-4.34, -4.70, -1.04], [5.46, -3.62, -2.00], [-3.69, 5.40, 4.40], [-5.10, 6.44, 4.81], [-4.81, 5.09, 2.10], [-0.46, 1.46, 1.90], [1.03, -5.66, 2.80], [0.47, 5.01, 0.50], [-3.95, 4.12, -1.62], [-0.59, -10.19, -1.45], [-1.71, 1.69, 4.19], [3.25, -4.25, -1.40], [-0.51, 0.06, 8.79], [5.53, -7.37, 4.64], [0.27, 5.01, -1.26], [5.81, 3.05, -2.01], [-6.29, 4.48, -2.55], [0.75, 3.54, -6.57], [0.58, 6.52, -0.37], [0.85, 6.07, -6.10], [4.55, 4.30, -2.31], [-2.37, 0.01, 3.83], [4.05, 2.64, -2.62], [-5.14, -6.29, -1.37], [-6.62, -4.22, -1.48], [2.43, -6.89, 4.63], [-5.03, -2.92, -2.44], [-5.72, 6.54, 2.46], [-5.72, 3.53, -4.02], [0.58, -8.46, -3.29], [4.15, -0.71, -6.83], [0.88, 0.27, 9.70], [5.22, -3.40, -3.56], [-0.82, 1.19, 11.31], [3.68, -5.20, -2.86], [0.35, 2.28, 8.18], [0.21, 2.87, 9.89], [3.01, -0.73, -4.95], [6.22, -8.80, 3.64], [2.52, -4.83, 2.45], [2.76, -1.74, -6.99], [-2.19, 1.09, 1.70], [-0.68, 5.41, -5.90], [1.44, -0.10, -8.24], [2.85, 5.61, -1.24], [5.05, -1.61, -1.89]]
}

---

Which formula does entry 4 have? C26H74O19S4